1.
{
  "formula": "C5H6HgLiO4",
  "method": "ωB97M-V with the def2-TZVPD basis set",
  "s2": 2.009,
  "e_above_lowest_kj_mol": 171.0,
  "homo_ev": [-8.93, -14.55],
  "e_tot_ev": -17841.6733,
  "lumo_energy_ev": [-4.27, -7.06],
  "gap_ev": [4.7, 7.5],
  "charge": 1,
  "spin_multiplicity": 3,
  "symbols": ["O", "C", "O", "O", "C", "C", "Li", "H", "H", "H", "H", "Hg", "C", "C", "O", "H", "H"],
  "coordinates": [[-1.0762, -1.7638, -2.7017], [-0.7537, -2.2419, -1.5899], [-0.7678, -3.4480, -1.2461], [0.0282, -1.4827, -0.7312], [-0.6128, -0.3582, -0.1488], [0.4451, 0.4322, 0.6303], [0.5699, -3.2407, 0.3976], [-1.2905, -0.8079, 0.5822], [-0.9528, 0.2674, -0.9782], [1.3547, 0.5240, 0.0388], [0.7003, -0.0986, 1.5456], [1.0205, -0.7365, -2.7611], [-0.0285, 2.0756, 1.0765], [0.9302, 2.8723, 1.7551], [1.7056, 3.4957, 2.3318], [-0.3307, 2.5423, 0.1403], [-0.9418, 1.9689, 1.6588]],
  "forces_ev_per_a": [[0.2, 0.9, 0.8], [-0.1, -4.2, -1.3], [-0.1, 1.4, 0.7], [1.0, -0.4, 1.0], [0.9, 1.5, 1.3], [-0.5, 0.9, 0.3], [-0.7, -0.1, -0.8], [-0.8, 0.8, -0.5], [-1.0, -0.2, 0.4], [0.1, 0.2, -0.1], [0.0, 0.1, 0.2], [0.6, 0.7, -1.4], [0.6, -1.6, -0.4], [-2.5, -1.2, -1.3], [1.8, 1.0, 1.1], [0.2, 0.1, -0.2], [0.1, 0.0, 0.3]]
}


2.
{
  "formula": "C29H86N16O11",
  "method": "ωB97M-V with the def2-TZVPD basis set",
  "e_above_lowest_kj_mol": 134.5,
  "smiles": "COC[C@H](C)N.COC[C@H](C)N.COC[C@H](C)N.COC[C@H](C)N.COC[C@H](C)N.COC[C@H](C)N.NC(N)=O.NC(N)=O.NC(N)=O.NC(N)=O.NC(N)=O",
  "homo_ev": -8.72,
  "e_tot_ev": -77834.1310,
  "lumo_energy_ev": 0.53,
  "gap_ev": 9.3,
  "charge": 0,
  "symbols": ["C", "O", "N", "N", "H", "H", "H", "H", "C", "O", "N", "N", "H", "H", "H", "H", "C", "O", "N", "N", "H", "H", "H", "H", "C", "O", "N", "N", "H", "H", "H", "H", "C", "O", "N", "N", "H", "H", "H", "H", "C", "C", "C", "O", "C", "N", "H", "H", "H", "H", "H", "H", "H", "H", "H", "H", "H", "C", "C", "C", "O", "C", "N", "H", "H", "H", "H", "H", "H", "H", "H", "H", "H", "H", "C", "C", "C", "O", "C", "N", "H", "H", "H", "H", "H", "H", "H", "H", "H", "H", "H", "C", "C", "C", "O", "C", "N", "H", "H", "H", "H", "H", "H", "H", "H", "H", "H", "H", "C", "C", "C", "O", "C", "N", "H", "H", "H", "H", "H", "H", "H", "H", "H", "H", "H", "C", "C", "C", "O", "C", "N", "H", "H", "H", "H", "H", "H", "H", "H", "H", "H", "H"],
  "coordinates": [[2.9411, 2.9343, -1.6960], [4.0354, 2.3849, -1.6042], [1.9201, 2.4964, -0.8046], [2.5664, 3.7734, -2.7125], [2.3173, 1.8069, -0.1826], [1.1814, 3.1559, -0.4230], [1.6768, 4.2814, -2.6619], [3.2638, 4.1323, -3.3299], [-2.9421, -4.1454, 1.3079], [-3.6759, -3.4245, 1.9371], [-3.4506, -5.0253, 0.3211], [-1.5285, -4.0903, 1.4509], [-2.8910, -5.8155, 0.0603], [-4.4397, -5.2394, 0.6064], [-1.2765, -3.7112, 2.3513], [-0.8496, -4.6282, 0.8974], [-0.7513, -4.5966, -2.1653], [-0.5755, -5.3077, -1.2271], [-0.4029, -3.2512, -2.1391], [-1.2871, -5.0647, -3.3696], [-0.7325, -2.6352, -2.8170], [-0.0606, -2.8065, -1.2525], [-1.4700, -4.4911, -4.1905], [-1.5998, -6.0153, -3.2213], [4.1044, -0.0274, 1.0193], [3.8964, -0.5507, 2.0949], [5.0058, 0.9964, 0.8007], [3.3724, -0.3500, -0.0974], [5.8570, 1.1411, 1.3359], [4.8988, 1.6203, 0.0491], [2.6523, -1.0362, -0.0086], [3.6466, 0.1622, -0.9347], [-0.2960, -1.0507, 0.6684], [0.6546, -1.4133, -0.0531], [-1.4302, -0.6630, 0.1282], [-0.2247, -0.9554, 2.0889], [-1.5662, -0.2986, -0.8102], [-2.1224, -0.4055, 0.7923], [0.4305, -1.6606, 2.3543], [-1.1076, -1.0208, 2.6239], [-2.6218, -2.0524, -7.6176], [-2.9050, -1.0739, -6.4981], [-2.2338, -1.6220, -5.2250], [-2.6250, -2.9040, -4.9002], [-3.7092, -2.9953, -3.9742], [-2.3865, 0.2535, -6.7442], [-3.2045, -2.9968, -7.5236], [-1.5636, -2.3006, -7.5869], [-2.8262, -1.7002, -8.6490], [-3.9303, -0.8936, -6.3455], [-2.4902, -0.8692, -4.4991], [-1.1618, -1.5781, -5.3637], [-4.5330, -2.2969, -4.1906], [-3.3708, -2.8231, -2.9256], [-4.0271, -3.9938, -4.1912], [-3.1381, 0.8353, -7.0749], [-1.6295, 0.2128, -7.4826], [-4.4550, -0.8501, 5.4595], [-3.3488, -0.3259, 4.5789], [-2.2669, 0.5603, 5.1428], [-1.5658, -0.1979, 6.1334], [-0.5464, 0.6432, 6.7065], [-2.6596, -1.4456, 3.7498], [-4.9404, -0.0463, 5.9532], [-4.1060, -1.5996, 6.1646], [-5.1526, -1.4331, 4.8703], [-3.8100, 0.2069, 3.7096], [-2.6693, 1.4946, 5.5590], [-1.5738, 0.8427, 4.2720], [-0.9572, 1.5349, 7.1358], [0.1651, 0.8058, 5.9031], [-0.0171, 0.1241, 7.4650], [-3.3425, -1.9116, 3.1504], [-2.4132, -2.2493, 4.3352], [0.8942, -2.2615, 5.6803], [1.8525, -1.5928, 4.6148], [3.1486, -1.0670, 5.2796], [2.8858, -0.2065, 6.4199], [4.0499, -0.0727, 7.2744], [2.1017, -2.5031, 3.4885], [0.5331, -1.4926, 6.3409], [1.4652, -2.9768, 6.2787], [0.1350, -2.8462, 5.1791], [1.3246, -0.7135, 4.1304], [3.6132, -0.5142, 4.4584], [3.7851, -1.9276, 5.5849], [3.7178, 0.4023, 8.1833], [4.8352, 0.5439, 6.8864], [4.4831, -1.0848, 7.4335], [2.4716, -3.3922, 3.8766], [2.7622, -2.1257, 2.8378], [-0.9234, 3.4656, -4.1017], [-1.1991, 2.5504, -2.8548], [-2.2863, 3.1582, -1.9362], [-2.1830, 4.5997, -1.7895], [-3.0585, 5.0291, -0.7942], [-1.6412, 1.1952, -3.2022], [-1.7855, 3.5685, -4.7747], [-0.1048, 2.9484, -4.6101], [-0.6456, 4.4562, -3.8365], [-0.2748, 2.4340, -2.3392], [-2.1821, 2.7259, -0.9570], [-3.2747, 2.8266, -2.3930], [-4.0437, 4.5837, -0.9247], [-3.1323, 6.0923, -0.7604], [-2.7538, 4.7112, 0.2180], [-2.1566, 1.2430, -4.0768], [-0.8618, 0.6164, -3.3645], [1.9171, 3.1482, 2.9040], [0.5787, 3.8023, 3.0729], [-0.4421, 3.3541, 2.0603], [-0.2647, 3.9226, 0.7712], [-0.2846, 5.3564, 0.7809], [0.0562, 3.4888, 4.4095], [2.5746, 3.3903, 3.7005], [2.3382, 3.3481, 1.8865], [1.8077, 2.0275, 2.9378], [0.7288, 4.8584, 3.0625], [-1.4586, 3.5265, 2.4297], [-0.4174, 2.2056, 1.8842], [-1.0483, 5.7583, 1.4847], [-0.6629, 5.5992, -0.2389], [0.6789, 5.8192, 0.8761], [0.7694, 3.1061, 5.0257], [-0.2743, 4.2913, 4.9271], [1.7690, -0.9376, -5.4941], [2.1626, -1.0998, -4.0136], [3.5733, -0.6810, -3.6371], [4.4216, -1.1877, -4.6091], [5.7446, -1.4751, -4.1256], [1.2306, -0.3673, -3.1903], [1.6569, 0.1120, -5.8120], [0.8099, -1.3525, -5.6674], [2.4218, -1.4657, -6.1679], [2.0077, -2.1869, -3.8362], [3.8733, -1.0422, -2.6404], [3.5810, 0.4261, -3.5988], [5.9964, -0.7530, -3.3592], [6.4721, -1.3422, -4.9162], [5.8963, -2.5040, -3.6188], [1.1419, -0.7444, -2.2689], [1.3688, 0.6653, -3.1533]],
  "forces_ev_per_a": [[-1.5, -1.4, 1.1], [0.2, 0.6, -0.7], [0.0, 2.0, -0.9], [-0.9, 0.2, 0.8], [-0.3, 0.1, 0.3], [1.2, -1.2, -0.5], [0.7, -0.5, 0.0], [0.3, 0.1, -0.1], [2.5, -1.2, -1.6], [-0.6, 0.2, 0.6], [-1.4, 0.9, 1.7], [-1.8, -0.3, -0.1], [0.3, -0.2, 0.0], [1.5, 0.2, -0.8], [0.4, 0.1, -0.3], [-0.8, 0.3, 0.3], [-0.3, 3.0, -2.7], [0.2, -1.9, 2.2], [0.7, -1.2, 1.9], [0.6, 0.0, 1.4], [-0.5, 1.0, -1.3], [-0.4, -0.8, -1.1], [-0.1, -0.3, 0.5], [-0.1, 0.3, -0.8], [-0.4, 0.6, -0.9], [0.5, -0.5, 0.7], [0.8, -0.5, 1.2], [1.6, 1.3, 0.3], [-0.8, -0.4, 0.2], [-0.3, 0.5, -1.3], [-0.7, -0.1, -0.2], [-0.6, -0.7, 0.1], [1.8, 0.0, 1.2], [-0.2, 0.0, 0.7], [-2.1, 0.9, -0.5], [-0.2, -0.2, -2.5], [0.5, -0.4, 0.1], [-0.7, 0.3, 0.2], [0.8, -0.4, 0.8], [0.1, 0.0, -0.2], [-0.8, -0.8, -1.0], [1.4, -0.8, -0.4], [-0.5, 1.6, -0.8], [-0.1, -0.3, 0.5], [0.4, 0.4, -0.1], [1.8, 0.4, -1.0], [0.5, 0.6, 0.2], [0.2, -0.2, 0.0], [-0.1, 0.2, 0.6], [-1.6, -0.5, 0.4], [0.0, 0.0, 1.0], [0.3, -0.1, -0.1], [0.3, -0.1, -0.2], [-0.2, -0.3, -0.6], [-0.7, -0.6, 0.7], [0.1, 0.3, -0.3], [-1.2, 0.3, 1.2], [0.7, -1.0, -0.2], [0.5, -1.3, -3.0], [0.7, -0.5, -0.6], [-0.1, 1.2, 0.3], [-0.4, -1.0, -1.3], [-0.7, 0.2, 1.1], [-0.6, 0.6, 0.6], [0.4, 0.3, 0.5], [-0.4, 0.3, -0.4], [0.1, 0.2, 0.9], [0.0, -0.1, 0.1], [-0.7, -0.3, 1.2], [-0.3, 0.8, 0.0], [0.3, 0.7, 0.0], [0.2, -0.7, 0.8], [-0.1, 0.4, -0.1], [0.3, 0.6, 0.4], [1.7, 0.2, -1.1], [-1.3, 0.5, 0.5], [-0.4, 0.1, -0.3], [1.0, -0.5, -0.2], [-1.0, -1.2, -0.6], [-0.2, -1.2, 1.5], [-0.4, -0.1, 0.1], [0.2, 0.0, 0.0], [-0.5, 0.2, -0.1], [0.5, -0.7, 0.8], [0.6, 0.1, 0.4], [-0.3, 0.4, -0.1], [-0.2, -0.2, 0.4], [0.4, 0.5, -0.8], [-0.3, 0.6, 0.3], [-0.2, 0.7, -0.6], [0.6, 0.4, -0.3], [-0.3, -1.8, 0.4], [-1.2, 1.2, -0.9], [-0.1, 0.2, -1.1], [0.2, -1.2, -0.6], [-0.4, -0.9, 1.0], [-1.2, 1.2, 0.2], [0.1, -0.3, 0.2], [-0.1, 0.4, -0.4], [0.4, 0.8, 0.4], [0.8, 0.1, 0.7], [-0.1, -0.4, 0.6], [0.8, 0.7, 0.6], [-0.3, 0.2, -0.2], [0.0, 0.8, -0.4], [0.2, -0.1, -0.2], [0.0, -0.2, 0.0], [1.2, -1.0, -0.3], [-0.2, -1.9, -1.9], [0.0, -0.5, 1.3], [-0.4, -2.1, -0.7], [0.3, 0.7, 0.3], [-1.8, -0.3, -1.6], [0.0, -0.5, 0.8], [0.9, 0.6, 0.5], [0.0, 0.1, 0.9], [-0.1, 0.8, 0.0], [0.0, 1.0, -0.6], [0.0, 0.4, 0.0], [0.3, 1.7, 0.5], [0.7, -0.3, -0.1], [0.4, 0.1, 0.7], [0.6, 0.1, 0.5], [0.0, -0.2, -0.4], [-0.2, 0.2, -0.4], [0.7, 1.0, 0.2], [-0.6, -0.4, -0.3], [-0.5, 0.1, -0.1], [2.0, -0.9, -0.4], [-0.3, -0.7, 0.9], [-1.1, 1.1, -0.1], [0.4, -0.1, 0.2], [-1.1, -0.5, 0.2], [0.6, 0.0, -0.2], [0.2, 0.6, 0.3], [-0.4, -0.1, -0.2], [0.3, -0.1, -0.1], [0.2, 0.3, 0.3], [-0.1, -0.2, -0.4], [-0.7, 1.3, -1.0], [0.0, 0.0, 0.7], [0.2, -1.3, 0.0]]
}